Entry from OMol25: 3 unconnected molecules or ions with the total composition C44H83N3O2PS4 at a distorted geometry (wB97M-V/def2-TZVPD).

Bonds (Å) are listed after each position.
Geometry (Å):
1 C -5.3627 -0.7184 -5.6462  C2 1.640, H33 1.192, H34 1.190, H35 1.174
2 C -4.2461 -0.3182 -6.7784  C1 1.640, C3 1.648, H36 1.171, H37 1.179
3 C -3.5590 1.1176 -6.3507  C2 1.648, C4 1.660, H38 1.170, H39 1.172
4 C -2.2726 0.7895 -5.3542  C3 1.660, C5 1.664, H40 1.190, H41 1.172
5 C -0.8936 0.9928 -6.2638  C4 1.664, C6 1.639, H42 1.192, H43 1.170
6 C 0.3216 0.2234 -5.4768  C5 1.639, C7 1.655, H44 1.189, H45 1.175
7 C 1.3671 1.2327 -4.6852  C6 1.655, C8 1.672, H46 1.170, H47 1.193
8 C 2.5844 0.2832 -4.0419  C7 1.672, N9 1.513, H48 1.188, H49 1.171
9 N 2.7261 0.7218 -2.6011  C8 1.513, C10 1.515, C18 1.517
10 C 3.5303 1.9974 -2.4511  N9 1.515, C11 1.641, H50 1.194, H51 1.188
11 C 2.6206 3.2493 -1.9046  C10 1.641, C12 1.640, H52 1.171, H53 1.176
12 C 2.8688 3.6535 -0.3343  C11 1.640, C13 1.639, H54 1.193, H55 1.170
13 C 3.9709 4.8492 -0.1258  C12 1.639, C14 1.643, H56 1.187, H57 1.176
14 C 4.0882 5.4235 1.4092  C13 1.643, C15 1.639, H58 1.194, H59 1.171
15 C 2.6850 5.9808 2.0481  C14 1.639, C16 1.639, H60 1.194, H61 1.186
16 C 1.7740 4.8561 2.8175  C15 1.639, C17 1.642, H62 1.188, H63 1.194
17 C 2.6107 3.8274 3.7853  C16 1.642, H64 1.179, H65 1.193, H66 1.176
18 C 3.2202 -0.3892 -1.6947  N9 1.517, S19 1.726, S20 1.873
19 S 3.0799 -0.0978 0.0004  C18 1.726
20 S 3.9905 -2.0079 -2.2371  C18 1.873, C21 1.873
21 C 4.8228 -2.9139 -0.8252  S20 1.873, C22 1.673, H67 1.190, H68 1.176
22 C 3.7492 -3.5286 0.3005  C21 1.673, C23 1.639, H69 1.187, H70 1.170
23 C 4.4556 -3.2973 1.7608  C22 1.639, S24 1.871, H71 1.193, H72 1.189
24 S 3.2854 -3.2590 3.2205  C23 1.871, P25 2.175, C27 1.872
25 P 3.3854 -1.2279 3.9926  S24 2.175, S26 1.979, H73 1.451, H74 1.461
26 S 5.2842 -0.7094 4.1976  P25 1.979
27 C 1.4969 -3.5294 2.7389  S24 1.872, C28 1.672, C32 1.639
28 C 0.7491 -4.9069 3.3205  C27 1.672, C29 1.666, H75 1.170
29 C -0.8512 -5.2597 3.0192  C28 1.666, C30 1.655, H76 1.183
30 C -1.7888 -4.2382 2.1159  C29 1.655, C31 1.667, H77 1.178
31 C -1.0268 -2.8807 1.5184  C30 1.667, C32 1.655, H78 1.187
32 C 0.5614 -2.5369 1.8297  C27 1.639, C31 1.655, H79 1.170
33 H -5.5607 0.2621 -4.9986  C1 1.192
34 H -6.3969 -0.9616 -6.1832  C1 1.190
35 H -4.9790 -1.6225 -5.0024  C1 1.174
36 H -4.7178 -0.2127 -7.8451  C2 1.171
37 H -3.3858 -1.1208 -6.8546  C2 1.179
38 H -4.2972 1.8862 -5.8667  C3 1.170
39 H -3.1165 1.5938 -7.3261  C3 1.172
40 H -2.4165 -0.3374 -5.0000  C4 1.190
41 H -2.2611 1.4333 -4.3744  C4 1.172
42 H -1.1002 0.3897 -7.2715  C5 1.192
43 H -0.6802 2.1091 -6.5438  C5 1.170
44 H -0.0918 -0.5906 -4.7143  C6 1.189
45 H 0.9347 -0.3738 -6.2823  C6 1.175
46 H 1.7742 2.1111 -5.3428  C7 1.170
47 H 0.7558 1.6493 -3.7492  C7 1.193
48 H 3.5527 0.5580 -4.6725  C8 1.188
49 H 2.2248 -0.8213 -4.1932  C8 1.171
50 H 4.0497 2.3514 -3.4662  C10 1.194
51 H 4.4343 1.8017 -1.7052  C10 1.188
52 H 1.4873 3.0045 -2.0678  C11 1.171
53 H 2.9067 4.1876 -2.5536  C11 1.176
54 H 1.8237 4.0614 0.0722  C12 1.193
55 H 3.1700 2.7670 0.3675  C12 1.170
56 H 5.0285 4.3804 -0.3918  C13 1.187
57 H 3.7832 5.6942 -0.9222  C13 1.176
58 H 4.8211 6.3641 1.3502  C14 1.194
59 H 4.6490 4.6247 2.0555  C14 1.171
60 H 1.9968 6.4297 1.1824  C15 1.194
61 H 2.8725 6.8890 2.7878  C15 1.186
62 H 1.0501 4.2425 2.1024  C16 1.188
63 H 1.0408 5.4618 3.5393  C16 1.194
64 H 3.7198 4.1627 4.0036  C17 1.179
65 H 2.6222 2.7739 3.2255  C17 1.193
66 H 2.0395 3.6514 4.7978  C17 1.176
67 H 5.4194 -3.8310 -1.2941  C21 1.190
68 H 5.6346 -2.2152 -0.3395  C21 1.176
69 H 3.5533 -4.6822 0.1034  C22 1.187
70 H 2.7376 -2.9639 0.1376  C22 1.170
71 H 5.0186 -2.2457 1.7531  C23 1.193
72 H 5.3209 -4.1063 1.8661  C23 1.189
73 H 2.7265 -0.3338 3.0582  P25 1.451
74 H 2.7888 -1.2072 5.3264  P25 1.461
75 H 1.3799 -5.6287 3.9920  C28 1.170
76 H -1.3504 -6.2282 3.4794  C29 1.183
77 H -2.9254 -4.4876 1.9329  C30 1.178
78 H -1.7153 -2.1791 0.8535  C31 1.187
79 H 1.0003 -1.5425 1.3960  C32 1.170
80 C -5.2529 6.3827 -6.7558  C81 1.555, H91 1.084, H92 1.098, H93 1.098
81 C -5.5527 5.4736 -5.5309  C80 1.555, C82 1.554, N86 1.502, C90 1.572
82 C -6.3231 4.1861 -5.9373  C81 1.554, C83 1.520, H94 1.100, H95 1.096
83 C -7.8108 4.3803 -6.1795  C82 1.520, C84 1.525, H96 1.096, H97 1.096
84 C -8.4599 5.0851 -4.9930  C83 1.525, C85 1.551, H98 1.097, H99 1.098
85 C -7.7610 6.4257 -4.6490  C84 1.551, N86 1.510, C88 1.554, C89 1.564
86 N -6.2670 6.2829 -4.4871  C81 1.502, C85 1.510, O87 1.407
87 O -6.0384 5.6601 -3.2459  N86 1.407
88 C -8.1131 7.4537 -5.7597  C85 1.554, H100 1.097, H101 1.098, H102 1.091
89 C -8.4395 7.0331 -3.3780  C85 1.564, H103 1.095, H104 1.098, H105 1.098
90 C -4.1157 4.9975 -5.1075  C81 1.572, H106 1.097, H107 1.094, H108 1.095
91 H -6.0096 7.1261 -6.9766  C80 1.084
92 H -4.3299 6.9575 -6.6060  C80 1.098
93 H -5.1174 5.7852 -7.6672  C80 1.098
94 H -6.2144 3.4319 -5.1447  C82 1.100
95 H -5.8744 3.7403 -6.8330  C82 1.096
96 H -7.9713 4.9397 -7.1077  C83 1.096
97 H -8.2864 3.4032 -6.3239  C83 1.096
98 H -9.5209 5.2553 -5.2163  C84 1.097
99 H -8.4376 4.4118 -4.1255  C84 1.098
100 H -7.5367 8.3794 -5.6420  C88 1.097
101 H -9.1749 7.7293 -5.7206  C88 1.098
102 H -7.9624 7.0750 -6.7712  C88 1.091
103 H -8.4032 6.3620 -2.5134  C89 1.095
104 H -9.5029 7.2376 -3.5580  C89 1.098
105 H -7.9680 7.9840 -3.0988  C89 1.098
106 H -3.5063 5.8338 -4.7440  C90 1.097
107 H -3.5925 4.5563 -5.9615  C90 1.094
108 H -4.1397 4.2297 -4.3265  C90 1.095
109 C 5.0381 -6.7324 6.6278  C110 1.555, H120 1.084, H121 1.098, H122 1.098
110 C 3.5330 -7.1101 6.7230  C109 1.555, C111 1.554, N115 1.502, C119 1.572
111 C 2.6249 -5.8540 6.8404  C110 1.554, C112 1.520, H123 1.100, H124 1.096
112 C 2.5736 -5.2287 8.2246  C111 1.520, C113 1.525, H125 1.096, H126 1.096
113 C 2.2346 -6.2802 9.2760  C112 1.525, C114 1.551, H127 1.097, H128 1.098
114 C 3.2045 -7.4892 9.2348  C113 1.551, N115 1.510, C117 1.554, C118 1.564
115 N 3.3452 -8.0807 7.8532  C110 1.502, C114 1.510, O116 1.407
116 O 2.1702 -8.8089 7.5883  N115 1.407
117 C 4.5785 -7.0264 9.7937  C114 1.554, H129 1.097, H130 1.098, H131 1.091
118 C 2.7334 -8.5457 10.2868  C114 1.564, H132 1.095, H133 1.098, H134 1.098
119 C 3.2485 -7.7132 5.2996  C110 1.572, H135 1.097, H136 1.094, H137 1.095
120 H 5.5604 -6.6698 7.5751  C109 1.084
121 H 5.5975 -7.4774 6.0476  C109 1.098
122 H 5.1714 -5.7649 6.1257  C109 1.098
123 H 1.5955 -6.1223 6.5621  C111 1.100
124 H 2.9365 -5.0897 6.1186  C111 1.096
125 H 3.5257 -4.7361 8.4507  C112 1.096
126 H 1.8098 -4.4424 8.2404  C112 1.096
127 H 2.2529 -5.8112 10.2680  C113 1.097
128 H 1.2010 -6.6172 9.1196  C113 1.098
129 H 5.3430 -7.8018 9.6621  C117 1.097
130 H 4.5167 -6.8154 10.8691  C117 1.098
131 H 4.9422 -6.0989 9.3501  C117 1.091
132 H 1.7065 -8.8866 10.1183  C118 1.095
133 H 2.7508 -8.1272 11.3014  C118 1.098
134 H 3.3943 -9.4220 10.2849  C118 1.098
135 H 3.8031 -8.6458 5.1402  C119 1.097
136 H 3.5555 -7.0105 4.5188  C119 1.094
137 H 2.1851 -7.9175 5.1339  C119 1.095

The total charge is +1. Its total energy is -3973.946269 hartree. The value obtained for the HOMO energy (spin up / spin down) is -0.27079 / -0.38073 Eh. Its multiplicity is 3. Its gap between HOMO and LUMO (spin up / spin down) is 2.39 / 3.18 eV. As for the expectation value of S²: 3.066.